A structure of composition C7H23NO3PV, computed with wB97M-V/def2-TZVPD.

Calculated values
Spin multiplicity ... 2
Frontier orbital gap (alpha / beta) ... 7.885 / 7.384 eV
Total charge ... +1
LUMO level (alpha / beta) ... -4.28 / -4.44 eV

Structure (XYZ):
```
36
C7H23NO3PV (wB97M-V/def2-TZVPD)
C 2.791 0.257 -1.888
V 1.567 -1.255 -1.064
N 2.223 -1.913 0.796
H 0.554 -2.885 -1.459
H 3.230 -1.825 0.943
H 0.591 -2.858 -0.649
H 3.136 -0.499 -2.623
H 3.623 0.550 -1.228
H 2.351 1.129 -2.398
H 1.751 -1.374 1.533
H 1.968 -2.889 0.952
C 0.527 3.474 0.645
C 0.822 2.445 -0.426
O -0.303 1.547 -0.619
P -0.142 -0.065 -0.320
O -0.283 0.011 1.349
C -1.528 0.256 2.039
C -1.218 0.551 3.490
O -1.686 -0.499 -0.612
C -2.206 -0.890 -1.917
C -2.355 -2.398 -2.010
H 0.423 2.991 1.622
H -0.372 4.058 0.424
H 1.374 4.166 0.704
H 1.028 2.925 -1.390
H 1.731 1.885 -0.156
H -2.055 1.111 1.587
H -2.173 -0.633 1.980
H -0.591 1.442 3.589
H -2.157 0.730 4.024
H -0.709 -0.289 3.973
H -3.172 -0.376 -2.005
H -1.545 -0.538 -2.728
H -2.839 -2.817 -1.118
H -2.976 -2.639 -2.881
H -1.378 -2.886 -2.157
```